{"formula": "C26H53BBrO16S", "method": "wB97M-V/def2-TZVPD", "symbols": ["C", "C", "C", "C", "C", "C", "C", "C", "C", "O", "O", "C", "B", "C", "O", "C", "O", "C", "S", "C", "Br", "C", "O", "H", "H", "H", "H", "H", "H", "H", "H", "H", "C", "O", "H", "H", "H", "H", "C", "O", "H", "H", "H", "H", "C", "O", "H", "H", "H", "H", "C", "O", "H", "H", "H", "H", "C", "O", "H", "H", "H", "H", "C", "O", "H", "H", "H", "H", "C", "O", "H", "H", "H", "H", "C", "O", "H", "H", "H", "H", "C", "O", "H", "H", "H", "H", "C", "O", "H", "H", "H", "H", "C", "O", "H", "H", "H", "H"], "xyz": [[-1.759, 3.523, 4.195], [-2.121, 2.180, 3.911], [-2.646, 0.680, 3.395], [-2.071, 0.538, 1.831], [-2.984, 1.355, 0.692], [-2.426, 1.263, -0.855], [-1.041, 0.411, -1.243], [-0.149, -0.377, -0.102], [1.236, -1.156, -0.562], [2.421, -0.525, -0.730], [1.153, -2.627, -0.821], [-0.702, -0.301, 1.464], [0.226, -1.076, 2.603], [0.775, -0.183, 3.887], [0.618, -2.524, 2.502], [-0.595, 0.416, -2.855], [-0.082, -0.662, -3.483], [-0.889, 1.865, -3.636], [0.303, 2.587, -4.937], [-2.152, 2.632, -3.287], [-2.576, 4.351, -4.223], [-3.194, 2.052, -2.114], [-4.527, 2.238, -2.157], [-1.556, 4.687, 4.126], [-2.248, -0.178, 4.085], [-3.838, 0.701, 3.358], [-3.951, 1.984, 0.984], [1.290, 0.826, 3.516], [1.614, -0.760, 4.480], [-0.137, 0.150, 4.550], [1.596, -2.478, 2.224], [1.064, 3.519, -4.162], [-0.925, 6.715, -7.229], [0.107, 5.899, -6.704], [-1.306, 7.361, -6.434], [-0.527, 7.332, -8.038], [-1.735, 6.083, -7.601], [0.425, 5.338, -7.432], [-2.667, 3.622, 8.191], [-2.792, 2.625, 7.193], [-3.060, 4.564, 7.803], [-3.237, 3.327, 9.075], [-1.613, 3.749, 8.450], [-2.434, 1.801, 7.566], [2.404, -5.980, 3.007], [1.630, -4.906, 3.510], [2.854, -6.516, 3.846], [1.762, -6.662, 2.444], [3.194, -5.589, 2.362], [1.243, -4.450, 2.743], [5.038, -2.579, -1.788], [4.985, -3.692, -0.914], [6.042, -2.150, -1.756], [4.815, -2.905, -2.807], [4.312, -1.828, -1.467], [4.083, -4.052, -0.963], [-1.307, -4.236, 0.245], [-2.609, -3.727, 0.023], [-1.377, -5.140, 0.854], [-0.842, -4.481, -0.714], [-0.708, -3.489, 0.772], [-2.515, -2.926, -0.520], [-0.524, 7.535, 3.126], [-0.201, 6.166, 2.963], [-1.506, 7.615, 3.598], [0.224, 8.013, 3.764], [-0.551, 8.023, 2.149], [0.674, 6.127, 2.543], [-5.380, -1.669, -1.625], [-4.118, -2.261, -1.871], [-5.250, -0.827, -0.941], [-5.804, -1.309, -2.566], [-6.047, -2.405, -1.170], [-4.265, -3.004, -2.480], [5.587, -7.329, -0.070], [4.284, -6.820, -0.291], [5.516, -8.233, 0.540], [6.051, -7.574, -1.028], [6.186, -6.582, 0.457], [4.378, -6.019, -0.834], [8.268, -0.988, -3.653], [9.628, -0.776, -3.986], [7.639, -0.526, -4.418], [8.064, -2.061, -3.616], [8.054, -0.531, -2.684], [10.162, -1.196, -3.291], [-3.578, -7.050, 0.899], [-4.881, -6.541, 0.678], [-3.649, -7.954, 1.509], [-3.114, -7.295, -0.059], [-2.979, -6.303, 1.426], [-4.787, -5.740, 0.135], [-2.261, 8.476, -3.249], [-1.229, 7.661, -2.725], [-2.642, 9.122, -2.454], [-1.864, 9.093, -4.058], [-3.071, 7.844, -3.622], [-0.911, 7.099, -3.452]], "lowdin_charge": [0.06, -0.08, -0.17, -0.08, 0.05, -0.02, 0.03, 0.07, -0.40, -0.13, -0.23, 0.05, -0.34, -0.05, -0.02, -0.19, -0.01, -0.45, 0.63, -0.50, 0.63, -0.22, -0.06, 0.04, 0.10, 0.12, 0.12, 0.10, 0.08, 0.06, 0.14, -0.08, -0.17, -0.15, 0.07, 0.08, 0.08, 0.08, -0.17, -0.15, 0.08, 0.07, 0.07, 0.08, -0.16, -0.14, 0.07, 0.08, 0.07, 0.04, -0.15, -0.14, 0.06, 0.08, 0.06, 0.07, -0.16, -0.15, 0.06, 0.08, 0.04, 0.05, -0.16, -0.15, 0.08, 0.07, 0.08, 0.09, -0.15, -0.14, 0.07, 0.08, 0.07, 0.09, -0.17, -0.13, 0.07, 0.07, 0.08, 0.05, -0.18, -0.14, 0.08, 0.07, 0.07, 0.08, -0.17, -0.14, 0.08, 0.08, 0.06, 0.07, -0.18, -0.14, 0.08, 0.07, 0.07, 0.06], "lumo_energy_ev": 0.36, "largest_force_ev_per_a": 10.1, "charge": -1, "homo_lumo_gap_ev": 5.8}

***

{"formula": "C2H7N4O", "method": "wB97M-V/def2-TZVPD", "symbols": ["C", "C", "N", "N", "N", "N", "O", "H", "H", "H", "H", "H", "H", "H"], "xyz": [[-0.545, -0.434, -0.236], [-2.855, -0.554, 0.150], [4.435, -0.040, 0.244], [3.373, 0.351, -0.103], [-0.441, 0.805, 0.040], [2.247, 0.452, -0.123], [-1.698, -1.032, -0.495], [-3.278, -1.415, 0.644], [-3.467, -0.219, -0.671], [-2.786, 0.245, 1.012], [5.360, 0.358, -0.117], [0.534, 1.085, 0.064], [-1.163, 1.516, -0.238], [0.282, -1.118, -0.168]], "lowdin_charge": [-0.14, -0.04, 0.15, -0.26, 0.22, 0.17, -0.01, 0.10, 0.10, 0.15, 0.15, 0.06, 0.19, 0.16], "lumo_energy_ev": -4.16, "largest_force_ev_per_a": 4.1, "charge": 1, "homo_lumo_gap_ev": 9.9}

***

{"formula": "C20H28O5", "method": "wB97M-V/def2-TZVPD", "symbols": ["C", "C", "C", "C", "C", "C", "C", "C", "C", "C", "O", "C", "C", "C", "C", "C", "O", "O", "C", "C", "C", "O", "O", "C", "C", "H", "H", "H", "H", "H", "H", "H", "H", "H", "H", "H", "H", "H", "H", "H", "H", "H", "H", "H", "H", "H", "H", "H", "H", "H", "H", "H", "H"], "xyz": [[4.260, 2.656, 0.266], [3.796, 1.596, 0.897], [2.340, 1.255, 1.020], [2.064, -0.033, 0.293], [2.089, -1.247, 0.957], [1.863, -2.451, 0.301], [1.902, -3.749, 1.051], [1.626, -2.414, -1.064], [1.599, -1.214, -1.752], [1.806, -0.012, -1.085], [1.821, 1.219, -1.687], [0.988, 1.483, -2.794], [-0.449, 1.820, -2.371], [-1.175, 0.598, -1.816], [-2.570, 0.922, -1.268], [-3.180, -0.417, -0.856], [-3.935, -1.056, -1.534], [-2.712, -0.793, 0.331], [-3.043, -2.107, 0.787], [-2.059, -3.128, 0.236], [-2.561, 1.828, -0.047], [-3.498, 2.511, 0.272], [-1.416, 1.755, 0.625], [-1.339, 2.448, 1.871], [-1.798, 1.550, 3.010], [5.316, 2.857, 0.186], [3.601, 3.366, -0.204], [4.473, 0.883, 1.351], [1.741, 2.053, 0.580], [2.080, 1.139, 2.075], [2.281, -1.256, 2.022], [1.387, -4.532, 0.499], [1.441, -3.645, 2.031], [2.935, -4.064, 1.200], [1.457, -3.334, -1.604], [1.414, -1.228, -2.815], [1.439, 2.357, -3.275], [0.986, 0.659, -3.514], [-0.984, 2.215, -3.236], [-0.407, 2.598, -1.608], [-0.592, 0.164, -1.004], [-1.280, -0.152, -2.606], [-3.211, 1.367, -2.034], [-2.989, -2.053, 1.876], [-4.065, -2.346, 0.474], [-2.264, -4.104, 0.667], [-2.156, -3.192, -0.845], [-1.040, -2.835, 0.479], [-1.959, 3.349, 1.818], [-0.288, 2.722, 1.986], [-1.214, 0.633, 3.017], [-2.847, 1.296, 2.881], [-1.672, 2.064, 3.958]], "lowdin_charge": [0.01, -0.17, -0.15, -0.15, 0.00, -0.30, -0.06, -0.05, -0.01, -0.24, -0.04, -0.18, -0.13, -0.14, -0.10, -0.47, 0.14, 0.00, -0.19, -0.05, -0.47, 0.13, -0.01, -0.20, -0.05, 0.05, 0.06, 0.10, 0.11, 0.12, 0.12, 0.07, 0.08, 0.08, 0.11, 0.11, 0.13, 0.11, 0.12, 0.12, 0.11, 0.14, 0.17, 0.12, 0.12, 0.08, 0.08, 0.06, 0.12, 0.11, 0.08, 0.08, 0.08], "lumo_energy_ev": 0.72, "largest_force_ev_per_a": 0.7, "smiles": "C=CCc1cc(C)ccc1OCCCC(C(=O)OCC)C(=O)OCC", "homo_lumo_gap_ev": 9.0}

***

{"formula": "C4H12OS", "method": "wB97M-V/def2-TZVPD", "symbols": ["C", "C", "S", "C", "C", "H", "H", "H", "H", "H", "H", "H", "H", "H", "H", "O", "H", "H"], "xyz": [[-1.011, 0.451, -2.304], [0.139, 1.369, -1.969], [1.529, 0.418, -1.267], [0.845, -0.615, 0.072], [0.493, 0.175, 1.354], [-1.418, 0.115, -1.335], [-0.639, -0.430, -2.853], [-1.826, 0.911, -2.887], [0.508, 1.716, -2.954], [-0.116, 2.264, -1.370], [0.104, -1.354, -0.289], [1.763, -1.167, 0.352], [-0.518, 0.592, 1.212], [1.218, 1.006, 1.374], [0.527, -0.345, 2.326], [-0.629, -1.915, 3.186], [-0.283, -2.251, 4.044], [-0.686, -0.940, 3.307]], "lowdin_charge": [-0.20, -0.56, 0.82, -0.55, -0.17, 0.06, 0.08, 0.08, 0.07, 0.08, 0.08, 0.06, 0.07, 0.06, 0.04, -0.09, 0.06, 0.03], "lumo_energy_ev": 0.78, "largest_force_ev_per_a": 1.3, "smiles": "CCSCC.O", "homo_lumo_gap_ev": 9.3}